Entry 1:
C16H22BClHfO2 | ωB97M-V with the def2-TZVPD basis set

Each line ends with the natural charge from an NBO analysis.
Atoms and positions in Å:
C (0.53913, 2.46280, -0.22128)  -0.331
C (0.49387, 1.82942, -1.51983)  -0.391
C (1.53696, 0.83815, -1.54608)  -0.311
H (-0.10464, 2.15590, -2.36949)  0.258
C (2.16931, 0.81182, -0.26585)  -0.341
C (1.54069, 1.79391, 0.55952)  -0.312
H (1.86458, 2.08732, 1.55971)  0.272
H (-0.00690, 3.35275, 0.07063)  0.261
H (1.87986, 0.31085, -2.43768)  0.247
H (3.05906, 0.23209, 0.00157)  0.255
Hf (-0.22661, 0.16649, 0.02007)  1.475
Cl (-2.24708, 1.21868, 0.48286)  -0.386
C (-1.29426, -2.10210, 0.10336)  -0.333
C (0.10556, -2.40052, 0.08156)  -0.296
C (0.63046, -1.98036, -1.17256)  -0.319
H (0.65352, -2.93636, 0.86066)  0.255
C (-0.43268, -1.38350, -1.93109)  -0.359
C (-1.63837, -1.48498, -1.15292)  -0.335
H (-2.64228, -1.26049, -1.49922)  0.257
H (-1.99870, -2.40468, 0.87162)  0.267
H (1.63911, -2.18150, -1.53823)  0.243
H (-0.38137, -1.06713, -2.96981)  0.246
C (-1.91259, -1.17114, 5.35811)  -0.623
C (-1.32624, -0.23796, 4.32999)  0.237
C (-2.37499, 0.85672, 4.08641)  -0.642
O (-1.07251, -0.95062, 3.12475)  -0.764
B (-0.09044, -0.16807, 2.49799)  0.664
O (0.64550, 0.61593, 3.37533)  -0.757
C (0.09222, 0.35518, 4.66089)  0.224
C (0.09256, 1.62711, 5.47843)  -0.623
C (0.97729, -0.67060, 5.37499)  -0.631
H (-2.89280, -1.52508, 5.02188)  0.220
H (-2.06782, -0.62263, 6.29366)  0.208
H (-1.27323, -2.03338, 5.56247)  0.217
H (-3.29438, 0.39443, 3.71168)  0.222
H (-2.62277, 1.36045, 5.03047)  0.209
H (-2.07051, 1.60735, 3.34529)  0.227
H (-0.35651, 1.43476, 6.45912)  0.209
H (1.12430, 1.95441, 5.64842)  0.217
H (-0.46465, 2.43781, 4.99392)  0.221
H (1.04638, -1.62282, 4.82784)  0.218
H (1.98909, -0.26548, 5.47251)  0.215
H (0.59610, -0.86296, 6.38450)  0.209

Calculated values
E_tot in eV: -35553.74190
LUMO in Ha: 0.017

Entry 2:
C16H22F4NO16 | ωB97M-V with the def2-TZVPD basis set

Each line ends with the natural charge from an NBO analysis.
Atoms and positions in Å:
N (-0.39063, 0.23166, 0.66828)  -0.932
H (0.60649, 0.44421, 0.96225)  0.480
H (-0.93894, 1.09349, 0.40486)  0.479
H (-0.84371, -0.23475, 1.45143)  0.430
H (-0.29479, -0.40724, -0.11359)  0.406
C (4.65408, 1.30285, 1.42353)  -0.729
C (3.21043, 1.31189, 1.92627)  0.775
O (2.31422, 0.67468, 1.27498)  -0.875
O (3.00634, 1.96136, 2.95747)  -0.710
H (5.02566, 2.32644, 1.32358)  0.214
H (4.78627, 0.82968, 0.45233)  0.178
H (5.32834, 0.84415, 2.14709)  0.216
C (-1.85791, 4.84264, 0.65309)  -0.725
C (-1.55481, 3.36070, 0.78249)  0.764
O (-1.67632, 2.90758, 1.94239)  -0.756
O (-1.20546, 2.67741, -0.21863)  -0.817
H (-2.72849, 5.21806, 1.19313)  0.207
H (-1.94153, 5.17304, -0.38798)  0.192
H (-1.05988, 5.42002, 1.13396)  0.216
C (-0.18689, -4.06359, -2.35445)  -0.126
C (-1.64585, -3.71881, -2.02752)  0.428
O (-1.64462, -3.21713, -0.74043)  -0.474
C (-0.39502, -3.33284, -0.20587)  0.972
O (-0.08716, -2.91031, 0.84951)  -0.557
O (0.45847, -3.88513, -1.08054)  -0.481
F (-2.35706, -4.92141, -2.02980)  -0.369
H (0.21705, -3.30035, -3.01868)  0.201
H (-0.06900, -5.09507, -2.65676)  0.218
H (-2.17007, -3.05598, -2.70780)  0.186
C (-0.21381, -0.55639, -5.10507)  -0.131
C (-0.20387, 0.92877, -4.78421)  0.429
O (-0.56907, 0.91319, -3.44972)  -0.478
C (-1.24700, -0.22526, -3.15967)  0.978
O (-1.71438, -0.38877, -2.08955)  -0.554
O (-1.27050, -1.04622, -4.23435)  -0.504
F (-1.16164, 1.55678, -5.55172)  -0.350
H (0.69125, -0.99395, -4.66563)  0.196
H (-0.26588, -0.87684, -6.13661)  0.223
H (0.75173, 1.41741, -4.95179)  0.194
C (-3.43091, -0.60832, 6.45985)  -0.132
C (-2.12586, -1.30944, 6.82556)  0.437
O (-1.23973, -0.94793, 5.84837)  -0.485
C (-1.87835, -0.29457, 4.81068)  0.970
O (-1.37671, 0.13584, 3.85010)  -0.504
O (-3.17083, -0.06340, 5.17033)  -0.483
F (-2.36386, -2.67794, 6.88779)  -0.359
H (-3.78626, 0.16853, 7.14100)  0.195
H (-4.29999, -1.26288, 6.36301)  0.205
H (-1.79517, -1.02410, 7.82319)  0.156
C (2.01468, 1.24924, -1.67331)  -0.177
C (2.22635, -0.24459, -1.43803)  0.428
O (2.99084, -0.61796, -2.59656)  -0.510
C (3.21444, 0.42614, -3.40621)  0.970
O (3.80653, 0.38023, -4.42851)  -0.600
O (2.61392, 1.53390, -2.93225)  -0.489
F (1.07132, -0.96826, -1.48570)  -0.365
H (2.40390, 1.83948, -0.84144)  0.252
H (0.96536, 1.55140, -1.69266)  0.248
H (2.80429, -0.47133, -0.56150)  0.231

Calculated values
Charge: -1
E_tot in eV: -62072.51414
Relative energy (zero: lowest compared OMol25 entry of this formula, charge and spin) in kJ/mol: 0.00
LUMO in Ha: 0.079

Entry 3:
C16H22IN5S2V | ωB97M-V with the def2-TZVPD basis set

Each line ends with the Mulliken spin population.
Atoms and positions in Å:
V (-0.20071, -0.95814, 0.61040)  2.215
C (-2.45491, 0.71156, 5.90300)  0.001
C (-3.26071, 0.42966, 4.63640)  0.005
N (-2.69831, 1.11266, 3.48860)  0.023
C (-1.66921, 0.60386, 2.77370)  0.074
S (-1.67551, -1.16344, 2.41350)  -0.013
N (-0.75671, 1.34686, 2.25790)  -0.045
N (0.12219, 0.75376, 1.43380)  -0.020
C (1.24009, 1.39826, 1.15550)  0.211
C (1.48819, 2.78746, 1.65960)  -0.018
C (2.17759, 0.62476, 0.41610)  0.166
C (3.44689, 1.07046, -0.00170)  0.022
C (4.31689, 0.18836, -0.58950)  0.047
C (3.89959, -1.13174, -0.79590)  0.068
C (2.62129, -1.48914, -0.42450)  0.018
N (1.77349, -0.65854, 0.17770)  0.106
H (-2.86671, 0.15736, 6.74110)  0.000
H (-2.48221, 1.77186, 6.15050)  0.000
H (-1.41861, 0.40976, 5.75980)  -0.001
H (-4.29241, 0.76446, 4.76840)  0.000
H (-3.26761, -0.64184, 4.42440)  0.000
H (-2.66981, 2.12216, 3.56970)  -0.001
H (1.21049, 2.84586, 2.71150)  0.011
H (0.86319, 3.50316, 1.12250)  0.022
H (2.52899, 3.07326, 1.54780)  0.000
H (3.73679, 2.09636, 0.16150)  0.010
H (5.30689, 0.50516, -0.88120)  0.005
H (4.56949, -1.86264, -1.21540)  0.004
H (2.27099, -2.49984, -0.60100)  0.002
C (0.40459, 0.33176, -4.43610)  0.006
C (-0.39931, -0.82864, -3.83460)  0.027
C (0.25959, -2.16654, -4.20340)  0.015
C (-1.85221, -0.79414, -4.32360)  0.009
C (-0.38981, -0.71224, -2.39010)  0.135
N (-0.32941, -0.68024, -1.23810)  -0.140
H (0.39579, 0.24836, -5.51930)  0.001
H (1.43699, 0.29966, -4.09580)  0.001
H (-0.02501, 1.29076, -4.15900)  -0.001
H (0.24399, -2.29174, -5.28290)  0.000
H (-0.27111, -2.99804, -3.74780)  -0.001
H (1.29329, -2.18964, -3.86700)  -0.001
H (-1.87331, -0.86344, -5.40790)  0.001
H (-2.33951, 0.13066, -4.02530)  0.000
H (-2.41201, -1.62944, -3.91130)  -0.001
S (-3.58121, -0.55994, 0.11780)  0.199
C (-2.10771, -0.82914, 0.68120)  -0.187
I (-0.31341, -3.62994, 0.26880)  0.024

Calculated values
Spin multiplicity: 4
E_tot in eV: -79858.25595
Relative energy (zero: lowest compared OMol25 entry of this formula, charge and spin) in kJ/mol: 135.02
LUMO (spin up / spin down) in Ha: 0.001 / -0.025
Expectation value of S²: 3.81

Entry 4:
C16H22IN5S2V | ωB97M-V with the def2-TZVPD basis set

Each line ends with the Mulliken spin population.
Atoms and positions in Å:
V (-0.43359, -0.90832, 0.59908)  2.808
C (-2.42127, 0.40082, 6.12770)  0.002
C (-3.25132, 0.62230, 4.86998)  -0.003
N (-2.52383, 1.31134, 3.81801)  0.008
C (-1.59175, 0.73644, 3.01891)  0.017
S (-1.52387, -0.99245, 2.89441)  0.006
N (-0.80272, 1.58404, 2.38169)  -0.023
N (0.03843, 0.94990, 1.51961)  -0.059
C (1.17133, 1.51571, 1.27932)  0.071
C (1.53539, 2.84339, 1.86197)  -0.005
C (2.10250, 0.70369, 0.48107)  0.037
C (3.31830, 1.17621, -0.00083)  -0.002
C (4.15060, 0.31692, -0.69889)  0.016
C (3.75183, -0.99327, -0.90074)  0.003
C (2.51973, -1.39032, -0.40596)  0.018
N (1.71527, -0.57054, 0.26635)  0.011
H (-3.01205, -0.11201, 6.88809)  0.000
H (-2.08141, 1.35176, 6.54206)  0.000
H (-1.54874, -0.21153, 5.89948)  -0.001
H (-4.13446, 1.22256, 5.09424)  0.000
H (-3.59709, -0.33020, 4.47224)  0.003
H (-2.40439, 2.30821, 3.92072)  0.000
H (1.30576, 2.83970, 2.92713)  0.004
H (0.92559, 3.63159, 1.41662)  0.006
H (2.58593, 3.08267, 1.72344)  0.000
H (3.60834, 2.20304, 0.16243)  0.002
H (5.10116, 0.67074, -1.07650)  0.002
H (4.37636, -1.70141, -1.42643)  0.000
H (2.15113, -2.40078, -0.54303)  -0.005
C (0.60363, 0.12010, -4.72764)  0.003
C (-0.29184, -0.95673, -4.10450)  0.014
C (0.30884, -2.35433, -4.31098)  0.008
C (-1.71126, -0.88679, -4.68076)  0.005
C (-0.36627, -0.72458, -2.65480)  0.050
N (-0.38946, -0.59116, -1.51841)  -0.071
H (0.67209, -0.05731, -5.80146)  0.001
H (1.60824, 0.08501, -4.30558)  0.000
H (0.19217, 1.11644, -4.56627)  0.000
H (0.35728, -2.56142, -5.38082)  0.000
H (-0.30101, -3.11767, -3.82874)  -0.001
H (1.31598, -2.41089, -3.89780)  -0.001
H (-1.66532, -1.06600, -5.75546)  0.000
H (-2.15655, 0.09342, -4.51064)  0.000
H (-2.35206, -1.64319, -4.22870)  -0.001
S (-3.97623, -0.55483, 0.42939)  0.139
C (-2.45860, -0.72425, 0.52746)  -0.065
I (-0.42080, -3.62600, 0.20354)  0.003

Calculated values
Spin multiplicity: 4
E_tot in eV: -79859.65530
Relative energy (zero: lowest compared OMol25 entry of this formula, charge and spin) in kJ/mol: 0.00
LUMO (spin up / spin down) in Ha: -0.003 / -0.017
Expectation value of S²: 3.78

Entry 5:
C16H22IrN5O4S2 | ωB97M-V with the def2-TZVPD basis set

Each line ends with the natural charge from an NBO analysis.
Atoms and positions in Å:
Ir (-1.28735, 0.86943, 0.60072)  1.070
N (-4.53898, 1.01209, 3.67019)  -0.794
C (-3.69281, 0.79898, 2.63994)  0.269
S (-2.75870, 2.16565, 2.10921)  -0.093
N (-3.66229, -0.38725, 2.11151)  -0.411
N (-2.92555, -0.60644, 1.02283)  -0.240
C (-2.79915, -1.84652, 0.62778)  0.143
C (-2.15437, -2.26276, -0.56043)  -0.265
C (-2.01758, -3.63741, -0.83019)  -0.140
C (-1.34480, -4.09221, -1.93422)  -0.293
C (-0.77496, -3.17042, -2.82528)  -0.177
C (-0.91848, -1.82792, -2.62410)  -0.252
C (-1.62668, -1.30822, -1.50489)  0.406
O (-1.78746, -0.05097, -1.38142)  -0.767
H (-4.42362, 1.84052, 4.22667)  0.401
H (-5.04213, 0.22458, 4.04449)  0.407
H (-3.21940, -2.62292, 1.26728)  0.207
H (-2.44488, -4.34536, -0.13207)  0.205
H (-1.26042, -5.15278, -2.12084)  0.213
H (-0.22057, -3.52726, -3.68148)  0.212
H (-0.49431, -1.11757, -3.31651)  0.209
C (1.40388, 3.65961, -1.41650)  -0.614
C (0.57679, 2.41460, -1.74241)  0.136
C (0.41008, 2.21698, -3.24513)  -0.637
O (-0.69780, 2.55582, -1.11689)  -0.733
C (1.37601, 1.18952, -1.15476)  0.782
O (2.49996, 0.98756, -1.59297)  -0.692
O (0.81790, 0.53098, -0.23681)  -0.795
H (0.90652, 4.55090, -1.79005)  0.210
H (2.38577, 3.56616, -1.87312)  0.234
H (1.52014, 3.75319, -0.33855)  0.210
H (0.00337, 3.11872, -3.70180)  0.208
H (-0.26497, 1.38394, -3.43879)  0.217
H (1.37641, 1.98878, -3.68779)  0.245
H (-1.36349, 2.18917, -1.71633)  0.506
C (2.69980, 1.49536, 2.53254)  -0.413
N (2.54603, 0.14748, 2.07509)  -0.378
C (3.59485, -0.52759, 1.32992)  -0.226
C (2.93295, -1.84731, 0.89459)  -0.230
N (1.60743, -1.74726, 1.47880)  -0.563
C (1.40458, -0.52897, 2.00079)  0.395
S (-0.05725, -0.04711, 2.69881)  -0.142
H (3.25369, 2.07292, 1.79129)  0.213
H (3.23697, 1.53001, 3.48419)  0.204
H (1.71712, 1.94436, 2.66971)  0.247
H (4.46450, -0.68836, 1.97186)  0.200
H (3.88696, 0.08171, 0.46708)  0.241
H (3.44937, -2.72797, 1.29054)  0.202
H (2.87355, -1.91503, -0.19392)  0.228
H (0.83339, -2.30337, 1.15144)  0.431

Calculated values
E_tot in eV: -57098.02847
Relative energy (zero: lowest compared OMol25 entry of this formula, charge and spin) in kJ/mol: 374.11
LUMO (spin up / spin down) in Ha: -0.038 / -0.039